9
Properties=species:S:1:pos:R:3:forces:R:3:nbo_charge:R:1 method="wB97M-V/def2-TZVPD" e_tot_ha=-300.31146 homo_lumo_gap_ev="7.255 / 7.253"
C -0.864879 -0.458793 0.104757 1.3287 -1.2552 -0.6440 0.239
O -0.431427 0.736322 0.493623 0.4505 1.0032 0.2139 -0.605
O -1.844536 -0.487039 -0.893657 -0.3906 0.3340 -0.0428 -0.726
N 1.219308 0.554709 -0.266021 1.0044 1.4241 0.2451 0.285
N 2.138591 0.964339 0.326878 -1.5328 -2.1210 0.1356 -0.362
H -1.717140 0.294992 -1.449064 0.0347 -0.1188 0.1695 0.472
H 2.601002 0.444606 1.093309 0.1242 1.0494 -0.2568 0.447
H 0.109115 -0.950098 -0.340848 -1.0505 -0.4029 0.3478 0.094
H -1.210034 -1.099038 0.931022 0.0313 0.0872 -0.1684 0.155



9
Properties=species:S:1:pos:R:3:forces:R:3:nbo_charge:R:1 method="wB97M-V/def2-TZVPD" e_tot_ha=-300.35084 homo_lumo_gap_ev=10.633
N -1.342085 0.116017 0.719701 2.1415 -2.5230 -4.2263 -0.774
C -0.214896 -0.154542 -0.637386 -3.0470 -1.1162 1.8258 -0.139
N 1.136174 0.097086 -0.152949 0.7422 0.2626 0.9825 0.488
O 1.498164 1.261166 -0.238659 0.2056 -0.4102 0.0021 -0.374
O 1.767896 -0.802649 0.387383 -0.5050 0.4909 -0.5819 -0.367
H -0.917076 0.896699 1.152930 0.5978 0.7950 0.8759 0.357
H -1.215429 -0.756642 1.265126 0.1344 1.0008 -0.1873 0.365
H -0.300996 -1.196298 -1.059620 0.0099 1.0206 1.0774 0.223
H -0.411751 0.539163 -1.436528 -0.2794 0.4795 0.2318 0.222